1.
{
  "formula": "C18H26F9N2O7",
  "method": "ωB97M-V/def2-TZVPD",
  "symbols": ["C", "C", "O", "C", "C", "C", "N", "C", "N", "H", "H", "H", "H", "H", "H", "H", "H", "H", "H", "H", "C", "C", "O", "C", "O", "C", "F", "F", "F", "H", "H", "H", "H", "H", "C", "C", "O", "C", "O", "C", "F", "F", "F", "H", "H", "H", "H", "H", "C", "C", "O", "C", "O", "C", "F", "F", "F", "H", "H", "H", "H", "H"],
  "positions_angstrom": [[4.792264, 0.331885, 0.843188], [3.454016, 0.457685, 0.027567], [3.644790, 0.817318, -1.355812], [2.523789, -0.852023, 0.115810], [1.040941, -0.326643, 0.114625], [0.026882, -0.386147, -0.905134], [-1.029314, 0.310428, -0.257635], [-0.676758, 0.722842, 0.991420], [0.616321, 0.338358, 1.282304], [4.580510, 0.524156, 1.933762], [5.251293, -0.675026, 0.674178], [5.455364, 1.180021, 0.500171], [2.871659, 1.317830, 0.487687], [2.861580, 1.359640, -1.564879], [2.751389, -1.488270, 1.010230], [2.748380, -1.445027, -0.818243], [0.101880, -0.849854, -1.908549], [-1.948189, 0.514731, -0.668650], [-1.272452, 1.300713, 1.729740], [1.194649, 0.471028, 2.111911], [-8.032484, -1.236708, -0.042264], [-7.036615, -0.260015, 0.547663], [-5.809589, -0.263027, -0.209629], [-5.803621, 0.486223, -1.317932], [-6.725774, 1.136213, -1.709861], [-4.429084, 0.427252, -1.986637], [-3.931510, -0.821574, -2.039638], [-3.508188, 1.177258, -1.314409], [-4.446059, 0.880583, -3.238440], [-7.593363, -2.233426, -0.118840], [-8.928621, -1.292221, 0.577390], [-8.327672, -0.938552, -1.049524], [-6.776623, -0.565479, 1.561785], [-7.450083, 0.748260, 0.610824], [2.641359, -2.842161, -4.009313], [1.628391, -1.853139, -4.549691], [1.581884, -1.906392, -5.980274], [0.825156, -2.883578, -6.504382], [0.212247, -3.686018, -5.861843], [0.823250, -2.793138, -8.030990], [2.052938, -2.579345, -8.530159], [0.047112, -1.780937, -8.461599], [0.361783, -3.909129, -8.605593], [3.619514, -2.675628, -4.463873], [2.734358, -2.745542, -2.925360], [2.351435, -3.868220, -4.240166], [1.928774, -0.837507, -4.283996], [0.635227, -2.019071, -4.122854], [2.225337, 4.611262, 6.228152], [3.127149, 3.421493, 5.972022], [2.552928, 2.219690, 6.520688], [1.635515, 1.611794, 5.772632], [1.262847, 1.996139, 4.694556], [1.156114, 0.330655, 6.456477], [0.915741, 0.509432, 7.762977], [2.072932, -0.650010, 6.359166], [0.022217, -0.141362, 5.914729], [2.005629, 4.703653, 7.293348], [2.698007, 5.532344, 5.883791], [1.269833, 4.500246, 5.712601], [4.082551, 3.567551, 6.476504], [3.340067, 3.298499, 4.908263]],
  "forces_ev_per_a": [[-0.5, 0.6, -0.7], [-0.5, 0.2, 1.0], [-0.5, -0.1, 0.9], [-0.4, 1.0, -0.8], [1.3, -1.7, -1.2], [2.0, 1.2, 4.2], [0.8, 0.1, 0.8], [0.7, -0.1, 0.4], [-2.6, -0.6, -3.9], [0.2, -0.5, -1.1], [-0.2, 1.0, 0.3], [-0.5, -1.2, 0.3], [0.7, -0.9, -0.3], [0.7, -0.3, -0.2], [-0.4, 0.7, -0.7], [-0.4, 0.5, 1.1], [-0.6, 0.6, 1.0], [0.4, -0.1, 0.3], [0.2, -0.6, -1.0], [-0.6, 0.2, -0.1], [0.1, -0.1, -0.4], [-0.8, -0.2, 0.5], [0.7, 0.3, -0.5], [-1.2, -0.1, 1.2], [0.6, 0.0, -0.4], [0.7, -0.5, -1.5], [-0.2, 0.3, 0.4], [-0.3, 0.1, 0.2], [-0.3, 0.1, 0.6], [0.0, 0.0, 0.1], [0.1, 0.0, 0.0], [-0.1, 0.1, 0.1], [0.3, 0.0, -0.2], [0.2, 0.0, -0.2], [0.0, -0.3, -0.2], [0.2, 0.0, 0.6], [-0.3, 0.0, -0.5], [0.1, 0.2, 1.2], [0.0, 0.0, -0.5], [0.1, -0.1, -1.8], [-0.2, 0.0, 0.5], [0.1, -0.1, 0.5], [0.0, 0.2, 0.6], [0.0, 0.1, 0.1], [0.0, 0.0, -0.1], [-0.1, 0.1, 0.1], [0.0, 0.0, -0.3], [0.0, -0.2, -0.3], [-0.3, -0.1, 0.0], [0.3, 0.8, -0.1], [-0.5, -0.8, -0.2], [0.9, 1.2, 0.0], [-0.2, -0.6, 0.0], [-0.6, -1.3, 1.0], [0.2, 0.3, -0.4], [0.0, 0.5, -0.3], [0.3, 0.4, -0.2], [0.1, 0.0, 0.0], [0.0, -0.1, 0.0], [0.1, 0.0, -0.1], [-0.1, -0.3, 0.1], [-0.2, -0.2, 0.1]],
  "charge": 1
}

=====

2.
{
  "formula": "C7H6NO7Pb",
  "method": "ωB97M-V/def2-TZVPD",
  "symbols": ["O", "C", "Pb", "O", "C", "C", "O", "C", "O", "C", "O", "H", "N", "C", "C", "O", "O", "H", "H", "H", "H", "H"],
  "positions_angstrom": [[4.857055, 0.122053, -2.222534], [3.774433, 0.346089, -2.570067], [-0.135060, -0.614032, 0.400284], [0.891336, 2.817190, -0.344009], [0.405672, 1.782365, -0.353985], [-2.375682, 0.351670, 1.172394], [-3.298059, 0.798069, 1.692199], [-1.523805, -2.687485, -0.181973], [-2.366503, -3.346067, -0.615132], [-1.173384, -0.102449, -2.020874], [-1.491512, 0.318053, -3.030506], [-0.122403, -2.390023, 0.171872], [1.757358, 1.482944, 4.676611], [2.601639, 0.827226, 3.631894], [1.633833, 0.351974, 2.560714], [2.095363, -0.065327, 1.446882], [0.393665, 0.483234, 2.830355], [1.817749, 2.501833, 4.563323], [2.080009, 1.251110, 5.621912], [0.782824, 1.152736, 4.485220], [3.338714, 1.533202, 3.250846], [3.125729, -0.016744, 4.074720]],
  "forces_ev_per_a": [[-4.1, 0.9, -1.4], [4.0, -0.9, 1.4], [4.2, 5.1, 2.3], [-1.8, -3.6, -0.2], [2.0, 3.8, 0.5], [-3.9, 1.8, 2.3], [3.9, -1.8, -2.2], [-4.9, -7.2, -2.8], [3.6, 3.3, 2.0], [-1.2, 1.0, -3.4], [1.0, -1.3, 3.1], [-1.6, -0.7, -0.4], [0.3, 0.2, 0.1], [-0.1, -0.2, 0.1], [0.4, 0.2, -1.3], [-1.6, 0.3, 1.1], [0.2, -0.9, -1.6], [-0.3, -0.1, 0.3], [-0.2, 0.1, 0.0], [0.4, 0.4, 0.5], [0.0, -0.1, -0.2], [0.1, -0.1, -0.1]],
  "charge": 3,
  "relative_energy_kcal_mol": 58.9
}

=====

3.
{
  "formula": "C7H10N2O3Sr",
  "method": "ωB97M-V/def2-TZVPD",
  "symbols": ["C", "C", "C", "C", "C", "Sr", "N", "C", "C", "H", "H", "H", "H", "H", "H", "H", "H", "H", "H", "O", "N", "O", "O"],
  "positions_angstrom": [[-0.528398, -1.873366, 0.782077], [-1.800540, -1.193762, 0.624831], [-1.958348, -0.318367, 1.739726], [-0.836094, -0.437748, 2.567628], [0.051901, -1.378987, 2.009544], [0.409911, 0.287592, 0.014025], [2.180435, -1.059619, -0.265834], [0.461242, -0.013373, -2.380478], [-0.879276, -0.310271, -2.493304], [-2.865267, 0.299719, 1.933503], [-2.485769, -1.378823, -0.195083], [-0.676149, 0.081963, 3.554169], [1.023892, -1.720194, 2.394309], [-0.096706, -2.584397, 0.107004], [-1.251109, -1.375111, -2.416037], [1.003136, 1.030677, -2.102214], [2.829067, -1.739310, -0.862258], [-1.749130, 0.352919, -2.985893], [1.127844, -0.436921, -3.150348], [1.322751, 4.173866, 1.312576], [1.502416, 3.474048, 0.273165], [1.137919, 3.859575, -0.956127], [2.076272, 2.259890, 0.495019]],
  "forces_ev_per_a": [[-2.1, 0.2, 2.0], [1.1, -1.1, 0.9], [-1.2, 0.2, -0.7], [0.7, 0.3, 1.4], [-0.3, -1.4, -0.5], [0.1, 2.3, 1.0], [2.7, -2.4, -1.9], [3.2, 1.7, -2.3], [-3.8, 0.4, -0.5], [0.9, -0.4, -0.2], [0.1, 0.3, 0.2], [-0.2, -0.5, -1.3], [-0.5, 0.4, -0.2], [0.2, 0.0, -0.1], [0.7, 1.0, -0.5], [-1.8, -1.6, -1.1], [-1.5, 1.6, 1.5], [1.7, -0.8, 1.4], [0.4, -0.6, 0.7], [0.1, -0.6, -2.7], [0.3, -1.2, -0.1], [1.3, -1.3, 4.4], [-1.9, 3.5, -1.5]],
  "charge": -2,
  "relative_energy_kcal_mol": 98.8
}

=====

4.
{
  "formula": "C8H14ClN2S2",
  "method": "ωB97M-V/def2-TZVPD",
  "symbols": ["H", "N", "C", "C", "C", "Cl", "C", "C", "C", "N", "S", "C", "S", "C", "H", "H", "H", "H", "H", "H", "H", "H", "H", "H", "H", "H", "H"],
  "positions_angstrom": [[0.793584, 0.173649, -2.621944], [0.643624, 0.476231, -1.611208], [1.661137, 0.278718, -0.832331], [1.586074, 0.707750, 0.661566], [0.132302, 1.105141, 1.191235], [-0.008049, 2.936410, 1.150035], [-0.921698, 0.294399, 0.737251], [-1.730514, 0.566072, -0.306940], [-1.391452, 1.516852, -1.383579], [-1.916346, 1.357253, -2.580616], [-3.280198, -0.188536, -0.736123], [-3.627532, -1.316872, 0.685519], [3.074916, -0.514528, -1.476738], [4.169490, -0.403698, -0.016304], [2.388456, 1.501521, 0.942705], [1.891905, -0.193069, 1.161314], [0.164206, 1.112612, 2.351562], [-1.108264, -0.525960, 1.338200], [-0.785913, 2.364410, -1.070943], [-2.548224, 0.585217, -2.692906], [-1.818081, 2.013796, -3.357872], [-3.264788, -2.306174, 0.349508], [-4.591927, -1.471879, 1.119393], [-2.952615, -0.905891, 1.415244], [4.586721, 0.581649, -0.266022], [4.990697, -1.133461, 0.031209], [3.648285, -0.500823, 0.906529]],
  "forces_ev_per_a": [[-0.1, 0.3, 1.6], [1.2, -0.1, -0.8], [-1.2, 0.9, -0.4], [0.1, 0.8, -0.5], [4.5, 2.2, 3.0], [-0.3, -0.2, -0.8], [-2.8, 0.9, -2.4], [-0.8, -0.8, 0.0], [0.7, -0.4, -0.2], [0.5, 1.2, 0.9], [-0.9, -0.6, 1.0], [2.1, -0.7, -1.1], [-0.1, -0.7, 0.8], [1.2, 0.5, -1.4], [-1.6, -1.2, -0.7], [-0.2, -0.4, 0.7], [0.1, -0.9, -2.0], [-0.5, -1.5, 1.1], [-0.3, 0.2, -0.7], [-0.2, -0.4, -0.4], [0.1, -0.2, 0.6], [-0.1, 0.5, 0.4], [-0.9, 0.8, -0.4], [0.0, -0.2, 0.7], [0.3, -0.2, 1.3], [-0.5, 0.1, -0.7], [-0.2, 0.3, 0.5]],
  "charge": 1,
  "smiles": "[H]/N=C(/C[C@@H](Cl)/C=C(\\C=[NH2+])SC)SC",
  "relative_energy_kcal_mol": 0.0
}

=====

5.
{
  "formula": "C18H41O8PS",
  "method": "ωB97M-V/def2-TZVPD",
  "symbols": ["C", "C", "O", "C", "O", "C", "C", "C", "O", "P", "O", "O", "S", "O", "C", "C", "C", "C", "H", "H", "H", "H", "H", "H", "H", "H", "H", "H", "H", "H", "H", "H", "H", "H", "H", "H", "H", "H", "H", "C", "C", "O", "C", "C", "H", "H", "H", "H", "H", "H", "H", "H", "H", "H", "C", "C", "O", "C", "C", "H", "H", "H", "H", "H", "H", "H", "H", "H", "H"],
  "positions_angstrom": [[2.522144, 6.776776, -1.549098], [2.737124, 5.705594, -2.742150], [2.449072, 4.405029, -2.169945], [3.046249, 3.364866, -2.885100], [3.706106, 3.476913, -3.923269], [2.839820, 1.897260, -2.283435], [1.338059, 1.396890, -2.559794], [1.240365, -0.178596, -2.304512], [0.342305, -0.571093, -1.235611], [1.095327, -0.489988, 0.288611], [0.058213, -1.041863, 1.298483], [1.387398, 1.171566, 0.572499], [0.056001, 1.926387, 1.310592], [2.489407, -1.418206, 0.179225], [3.031314, -1.783281, 1.475953], [4.593031, -2.110246, 1.205113], [2.997483, -0.631353, 2.572606], [3.871957, -0.971115, 3.886967], [2.149406, 6.269795, -0.594072], [3.507392, 7.279239, -1.291912], [1.800437, 7.603759, -1.846701], [3.807782, 5.813924, -3.080906], [1.973380, 5.927880, -3.545377], [3.067490, 2.000572, -1.166379], [3.604155, 1.164109, -2.686867], [0.604773, 1.939228, -1.893394], [1.149129, 1.573111, -3.672156], [0.810453, -0.638329, -3.260697], [2.294392, -0.582987, -2.216404], [-0.844822, 2.341614, 0.332959], [2.582064, -2.732596, 1.918282], [4.631298, -2.661853, 0.219263], [5.082170, -2.645621, 2.067851], [5.075834, -1.082337, 1.045649], [3.457947, 0.294642, 2.092760], [1.949035, -0.413017, 2.976917], [3.434739, -1.824227, 4.492365], [3.762254, -0.041486, 4.549187], [4.976394, -1.066888, 3.674371], [-2.287202, -6.429024, -0.803827], [-1.746314, -5.728282, 0.431329], [-0.654435, -4.862990, 0.161378], [-0.907416, -3.791864, -0.738370], [-1.997281, -2.848764, -0.266505], [-1.496120, -7.004930, -1.293406], [-3.099513, -7.107375, -0.531811], [-2.675852, -5.720635, -1.537266], [-1.378177, -6.482403, 1.130791], [-2.540106, -5.184707, 0.953712], [-1.126630, -4.184075, -1.737880], [0.027641, -3.232912, -0.825342], [-2.960980, -3.354141, -0.166967], [-2.123143, -2.025669, -0.973479], [-1.742915, -2.433202, 0.709891], [-6.320908, 1.925555, 0.153826], [-5.086432, 2.615993, 0.708770], [-4.759261, 2.218694, 2.031547], [-4.476445, 0.838284, 2.222644], [-3.301285, 0.340031, 1.400019], [-7.184535, 2.110796, 0.799333], [-6.545536, 2.295504, -0.849450], [-6.188914, 0.844325, 0.088680], [-5.271668, 3.691969, 0.745581], [-4.225877, 2.473642, 0.046506], [-5.373459, 0.239348, 2.031848], [-4.243376, 0.713981, 3.283317], [-3.483428, 0.434538, 0.327166], [-3.105633, -0.712057, 1.614782], [-2.401881, 0.916299, 1.631310]],
  "forces_ev_per_a": [[0.2, -0.1, 0.0], [-0.5, 2.0, 1.2], [1.5, -1.5, -1.7], [1.0, -1.4, -1.2], [-1.6, 0.6, 2.4], [-0.5, 1.3, 1.1], [1.0, -0.4, 0.0], [0.1, 0.5, -2.3], [3.2, 0.7, 2.1], [-4.3, -2.3, 1.5], [3.5, 1.6, -2.7], [-0.5, -2.0, -1.1], [-0.1, 0.6, 0.3], [-2.3, 2.4, 0.4], [2.5, -0.8, 2.3], [-1.2, 1.2, -0.8], [0.3, -0.2, 0.6], [-0.7, 1.2, 0.0], [0.4, 0.6, -1.5], [-1.2, -0.7, -0.3], [0.8, -1.2, 0.4], [-1.4, -0.6, 0.0], [1.2, -0.4, 0.6], [-0.6, -0.3, -1.4], [-0.9, 1.2, 0.0], [0.8, -0.5, -1.0], [-0.1, -0.1, 1.6], [0.5, 0.5, 1.5], [-1.3, 0.2, 0.3], [1.2, -0.7, 0.0], [-0.1, 1.3, -1.0], [0.2, 0.3, 1.3], [-0.7, 0.5, -1.1], [-0.4, -1.5, 0.2], [-0.7, -1.0, 0.6], [1.3, -0.3, -1.0], [0.7, 0.8, -0.9], [0.2, -1.3, -0.8], [-1.3, -0.2, 0.2], [0.0, 0.0, -0.1], [0.0, 0.0, -0.1], [0.2, -0.1, 0.1], [-0.1, 0.1, 0.0], [-0.3, -0.1, 0.2], [-0.1, 0.0, 0.1], [0.1, 0.0, 0.0], [-0.1, 0.0, 0.1], [0.2, 0.1, 0.0], [-0.1, 0.0, -0.1], [-0.1, 0.0, 0.0], [0.0, -0.2, 0.1], [0.0, 0.0, -0.2], [0.1, 0.0, 0.0], [0.1, 0.0, -0.2], [-0.1, -0.1, 0.0], [-0.1, -0.1, 0.0], [0.0, 0.2, 0.1], [0.1, -0.1, -0.1], [0.0, 0.1, 0.0], [0.1, 0.0, -0.1], [0.0, 0.0, 0.1], [0.0, 0.0, -0.1], [0.1, -0.1, 0.2], [0.0, -0.1, -0.1], [0.0, 0.0, -0.1], [-0.1, 0.2, -0.1], [0.0, -0.1, 0.0], [0.0, 0.1, 0.0], [-0.1, -0.2, 0.1]]
}

=====

no.,electronic energy (Eh)
1,-2236.265573
2,-1043.271316
3,-638.340479
4,-1678.979876
5,-2051.842908